Entry 1:
Below is 21 unconnected molecules or ions with the total composition C17H60N8O21 in a non-equilibrium geometry, with properties calculated with wB97M-V/def2-TZVPD.

Geometry (Å):
O -4.718 1.076 -6.035
O 0.779 -5.989 2.872
O 2.299 1.214 -1.361
O -0.488 4.917 3.701
O -5.147 2.097 -3.554
O 4.591 -8.533 3.139
O -1.396 6.905 -5.292
O -1.916 -1.769 -1.611
O -5.776 3.499 -6.985
O 3.758 -7.363 5.406
O -0.164 4.784 -8.277
O 5.512 -3.182 8.551
O 3.050 0.309 5.370
O 2.063 0.278 -7.033
O -3.257 6.092 -1.641
O -3.755 0.898 -8.538
O -2.912 -0.597 4.528
O 0.606 1.663 4.261
O 4.843 -1.206 6.815
O -2.796 3.628 -3.083
O -1.317 -2.381 -4.512
N 2.051 -2.902 2.062
N -1.679 2.547 -4.771
N 1.217 -1.525 3.708
N -1.350 1.837 -2.633
N 3.765 -4.459 4.992
N -1.877 1.838 0.790
N -0.517 0.709 -0.643
N 1.974 -2.475 4.218
C 2.205 -2.667 5.562
C -2.469 2.365 2.075
C -2.061 2.706 -3.454
C -0.568 0.965 -3.492
C -2.287 3.260 -5.876
C 0.595 -0.896 1.409
C -1.331 1.701 -1.272
C 4.247 -5.103 2.672
C -0.939 0.832 0.628
C -0.845 1.396 -4.932
C 2.481 -3.270 3.286
C 1.261 -2.032 6.556
C 3.091 -3.613 5.887
C 1.293 -1.760 2.412
C 3.528 -4.287 3.712
C -1.994 2.398 -0.395
C -0.410 0.031 1.652
H -4.663 2.963 -3.358
H -2.689 6.914 -1.479
H 0.939 0.720 4.104
H 3.127 1.291 5.139
H -0.470 5.713 -8.016
H 0.631 4.541 -7.699
H -2.202 2.611 -6.729
H -2.893 -1.614 -1.824
H -2.685 5.402 -2.110
H 3.260 -3.675 6.974
H 4.289 -0.677 6.153
H -2.635 3.246 -0.534
H -2.754 1.539 2.673
H 0.273 -2.548 6.529
H 1.360 0.701 -7.625
H -1.829 4.202 -6.142
H 2.864 0.051 -7.609
H 4.518 -8.738 2.150
H -0.770 0.230 2.630
H 2.067 0.076 5.429
H -3.323 3.541 -5.727
H 1.641 -1.952 7.574
H -4.291 0.914 -7.680
H -0.845 7.081 -6.122
H -0.842 6.342 -4.659
H -6.721 3.642 -6.654
H 3.819 -6.355 5.341
H 0.010 4.363 3.017
H -5.487 2.566 -6.722
H 0.509 1.019 -3.238
H 5.202 -2.381 8.016
H -1.448 -2.650 -3.545
H 4.110 -7.757 4.543
H 5.731 -1.423 6.380
H -2.378 0.095 5.038
H -0.183 4.629 4.622
H 0.957 -1.019 6.348
H 5.220 -5.502 3.026
H -1.420 0.587 -5.452
H -0.857 -0.088 -3.342
H 0.232 -5.894 3.717
H 0.897 -1.027 0.400
H 3.617 -5.879 2.406
H -2.536 -1.511 4.748
H 5.410 -9.005 3.499
H -1.677 3.055 2.595
H -3.019 0.211 -8.436
H 0.825 2.215 3.442
H -2.146 -1.888 -4.818
H -4.194 0.236 -5.826
H -6.142 2.270 -3.486
H -4.883 1.569 -5.166
H 1.077 -5.066 2.584
H 4.447 -4.415 1.780
H -3.458 2.938 2.079
H 6.505 -3.300 8.395
H 2.821 0.858 -0.571
H 1.389 1.508 -1.031
H 0.052 1.593 -5.565
H -1.593 -1.000 -1.037

Results
Kohn-Sham gap (eV): 7.1
2S+1: 1
E_tot (eV): -73518.374
Strongest force on any atom (eV/Å): 4.53
HOMO (eV): -8.03

Results of the Mulliken charge analysis, in e, for atoms 1 through 8: O -0.794; O -0.680; O -0.689; O -0.635; O -0.715; O -0.683; O -0.627; O -0.691

Entry 2:
Below is 2 unconnected molecules or ions with the total composition C4H7N5O in a non-equilibrium geometry, with properties calculated with wB97M-V/def2-TZVPD.

Geometry (Å):
O -3.514 -0.406 3.119
N -2.722 -1.015 -0.014
N 1.225 0.782 -1.752
N 3.188 -0.910 0.482
N 0.918 -0.209 0.161
N 2.442 0.294 -1.415
C -1.111 0.873 -0.861
C -2.009 -0.168 -0.348
C 0.331 0.467 -0.813
C 2.212 -0.297 -0.250
H 4.021 -1.174 -0.033
H 1.099 1.299 -2.614
H -3.486 -1.068 2.410
H -1.407 1.122 -1.889
H -2.797 0.226 2.922
H 2.868 -1.598 1.150
H -1.257 1.781 -0.254

Results
SMILES string: N#CCc1nc(N)n[nH]1.O
Kohn-Sham gap (eV): 9.4
2S+1: 1
E_tot (eV): -13759.357
Strongest force on any atom (eV/Å): 1.25
Energy above the lowest of the compared OMol25 structures with the same formula, charge and spin (kcal/mol): 0.00
HOMO (eV): -9.01

Results of the Mulliken charge analysis, in e, for atoms 1 through 8: O -0.660; N -0.440; N 0.252; N -0.436; N -0.595; N -0.853; C -0.191; C 0.218

Entry 3:
Below is a molecular structure, C4H12N2O in a non-equilibrium geometry, with properties calculated with wB97M-V/def2-TZVPD.

Geometry (Å):
O 0.572 1.896 1.130
N 0.188 0.505 0.912
N -1.453 -1.334 1.329
C 1.587 -0.794 -0.895
C -0.411 0.541 -1.748
C -1.263 -0.032 1.674
C 0.118 -0.472 -0.774
H -1.464 0.728 -1.544
H -2.019 0.632 1.245
H -0.316 0.150 -2.767
H 0.165 1.469 -1.717
H 2.204 0.100 -0.799
H 1.767 -1.268 -1.866
H -0.470 -1.378 -0.848
H -0.975 0.240 2.699
H -0.938 -1.945 1.966
H 1.890 -1.494 -0.115
H -0.125 2.411 0.700
H 0.944 0.043 1.419

Results
Kohn-Sham gap (alpha / beta) (eV): 7.9 / 7.9
2S+1: 1
E_tot (eV): -9365.008
Strongest force on any atom (eV/Å): 2.13
Energy above the lowest of the compared OMol25 structures with the same formula, charge and spin (kcal/mol): 142.65
HOMO (alpha / beta) (eV): -7.32 / -7.32

Results of the Mulliken charge analysis, in e, for atoms 1 through 8: O -0.424; N -0.288; N -0.749; C -1.404; C -1.423; C -0.420; C 0.728; H 0.347

Entry 4:
Below is 2 unconnected molecules or ions with the total composition C4H6FN in a non-equilibrium geometry, with properties calculated with wB97M-V/def2-TZVPD.

Geometry (Å):
F 1.797 1.108 -0.349
N -1.129 0.393 -2.888
C 0.159 0.939 1.826
C -0.084 0.174 -3.320
C 0.545 1.649 -0.462
C -0.376 1.639 0.571
H 0.778 0.023 1.751
H -0.916 0.676 2.322
H 0.881 -0.055 -3.859
H -1.371 1.995 0.749
H 0.617 1.833 2.275
H 0.260 1.845 -1.633

Results
SMILES string: C/C=C\F.C#N
Kohn-Sham gap (eV): 10.0
2S+1: 1
E_tot (eV): -8449.615
Strongest force on any atom (eV/Å): 5.28
Energy above the lowest of the compared OMol25 structures with the same formula, charge and spin (kcal/mol): 62.72
HOMO (eV): -9.07

Results of the Mulliken charge analysis, in e, for atoms 1 through 8: F -0.258; N -0.368; C -0.724; C 0.150; C -0.179; C -0.290; H 0.294; H 0.217